Record 1
{"formula": "C18H23O4", "method": "ωB97M-V/def2-TZVPD", "elements": ["C", "C", "C", "C", "C", "C", "C", "O", "C", "C", "C", "C", "C", "C", "C", "O", "C", "C", "C", "O", "H", "H", "H", "H", "H", "H", "H", "H", "H", "H", "H", "H", "H", "H", "H", "H", "H", "H", "H", "H", "C", "O", "H", "H", "H"], "positions_angstrom": [[-3.3064, 2.8143, -0.5382], [-4.3516, 1.6445, -0.3739], [-5.0059, 1.4023, -1.8099], [-3.7632, 0.2998, 0.2000], [-2.6138, 0.4725, 1.2513], [-2.9912, 1.3581, 2.5049], [-2.0000, -0.8788, 1.7616], [-0.7913, -0.6282, 2.5483], [0.3136, -0.9320, 1.7308], [1.0061, -2.2104, 1.8567], [2.1312, -2.6043, 1.0140], [2.5611, -1.6487, 0.0060], [1.8833, -0.3423, -0.0996], [0.7703, 0.0425, 0.7440], [2.4106, 0.6199, -1.2180], [2.4985, 1.8138, -1.0797], [2.8617, -0.1162, -2.5222], [3.4862, -1.3196, -2.4266], [3.7214, -1.9375, -1.0071], [4.7112, -2.5428, -0.7073], [-3.8975, 3.7615, -0.7062], [-2.7248, 2.6266, -1.4741], [-2.6795, 3.0060, 0.3651], [-5.1974, 2.0200, 0.2718], [-4.3408, 0.7718, -2.4505], [-6.0603, 1.0398, -1.7441], [-5.0430, 2.4174, -2.2980], [-3.4250, -0.3260, -0.6738], [-4.6008, -0.2799, 0.6902], [-1.7781, 1.0145, 0.7275], [-2.0621, 1.9382, 2.7751], [-3.7689, 2.1324, 2.2785], [-3.2396, 0.7490, 3.4153], [-1.7197, -1.5378, 0.8934], [-2.7410, -1.4591, 2.3833], [0.6254, -2.9275, 2.6147], [2.6377, -3.5949, 1.1028], [0.3308, 1.0491, 0.5890], [2.6665, 0.3029, -3.5323], [3.7983, -1.8999, -3.3290], [7.9755, -1.2263, -0.7380], [9.2761, -1.3404, -0.4615], [7.7020, -0.8454, -1.7585], [7.3608, -2.1590, -0.6892], [7.3735, -0.5401, -0.0865]], "forces_ev_per_a": [[-1.0, 0.1, -0.1], [-0.3, 0.1, -0.5], [0.4, 1.1, 0.5], [-0.4, -0.3, 0.4], [0.4, 0.3, 0.2], [0.9, 0.4, -0.1], [-0.6, 0.0, -0.6], [0.2, -0.9, -1.5], [1.8, 0.1, -1.0], [0.2, 0.7, -0.9], [-0.9, 2.4, -0.5], [-1.2, 0.7, 0.6], [0.0, -1.1, 0.4], [1.4, -1.9, 0.0], [0.2, -1.3, -0.3], [-0.4, -0.4, -0.1], [0.2, -1.0, 0.5], [-0.7, 0.4, 0.7], [-0.9, 0.8, -0.2], [-0.6, -0.2, -0.2], [0.6, -0.9, 0.1], [0.0, 0.2, 1.0], [-0.3, -0.3, -0.9], [1.0, -0.4, -0.4], [-0.7, 0.3, 0.5], [1.0, -0.1, -0.1], [-0.1, -1.0, 0.3], [0.0, 0.5, 0.9], [0.7, 0.5, -0.5], [-0.8, -0.6, 0.4], [-0.9, -0.6, -0.1], [0.5, -0.9, 0.3], [-0.1, 0.5, -1.0], [-0.3, 0.6, 0.7], [0.8, 0.7, -0.4], [0.3, 0.7, -0.6], [-0.5, 1.1, 0.0], [0.3, -0.9, 0.4], [0.2, 0.1, 1.0], [0.0, 0.6, 1.0], [-0.4, -0.1, 0.0], [0.1, 0.0, 0.0], [0.1, 0.1, -0.4], [0.1, -0.3, 0.1], [0.0, 0.3, 0.3]], "e_above_lowest_kcal_mol": 0.0, "max_force_ha_per_bohr": 0.05051, "total_charge": -1, "lumo_ev": 1.4}

Record 2
{"formula": "C5H4Cl2FNO2S", "method": "ωB97M-V/def2-TZVPD", "elements": ["C", "C", "C", "C", "C", "N", "O", "O", "F", "S", "Cl", "Cl", "H", "H", "H", "H"], "positions_angstrom": [[2.2259, 0.0020, -0.7117], [1.3447, 1.0335, -0.5708], [1.7907, -1.0566, 0.0521], [0.2887, 0.5213, 0.1955], [-2.8102, -1.2992, -0.2624], [0.5472, -0.7501, 0.6080], [-1.4715, 2.3528, -0.5914], [-0.9537, 2.2352, 1.7783], [-2.0147, -1.1702, -1.3681], [-1.0054, 1.5959, 0.5077], [-1.9776, -2.4349, 0.8286], [-2.5909, 0.3819, 0.6789], [3.1978, -0.0322, -1.0055], [1.1678, 1.9993, -1.0987], [2.3996, -2.0156, 0.0082], [-0.1385, -1.3631, 0.9512]], "forces_ev_per_a": [[-0.5, -1.1, 2.0], [-3.0, 1.6, -0.5], [-0.1, -1.2, -0.5], [0.8, 1.2, -1.1], [-0.3, -1.0, -1.8], [2.7, 0.9, -1.2], [1.1, 0.6, -1.3], [0.7, -0.1, 0.4], [-0.4, -0.1, 0.8], [-0.4, 1.1, 1.2], [0.1, -0.9, 0.3], [-1.6, -0.3, 1.1], [2.4, 0.3, -1.6], [0.9, -0.9, 0.6], [-1.7, 1.1, 0.9], [-0.8, -1.1, 0.7]], "e_above_lowest_kcal_mol": 86.8, "max_force_ha_per_bohr": 0.06696, "lumo_ev": 0.0}